Record 1
122
Properties=species:S:1:pos:R:3 method="wB97M-V/def2-TZVPD" homo_lumo_gap_ev=9.24 energy_ev=-56762.9830 e_lumo_ev=0.62 smiles=COC[C@H](C)N.COC[C@H](C)N.COC[C@H](C)N.COC[C@H](C)N.CCO.CCO.CCO.CCO.CCO.CCO
C 3.8970 -1.9334 -1.7549
O 3.5800 -0.5582 -1.7808
C 4.6711 0.3101 -1.4756
C 4.2132 1.7841 -1.5105
C 5.4050 2.6026 -0.9725
N 3.0458 2.0856 -0.6044
H 3.0220 -2.5490 -1.3422
H 4.6490 -2.1202 -1.0390
H 4.2371 -2.2552 -2.7149
H 5.0253 0.0708 -0.4675
H 5.4009 0.1544 -2.2910
H 3.9428 2.0481 -2.5355
H 6.4076 2.6231 -1.4454
H 5.7441 2.0919 -0.0978
H 4.9679 3.5852 -0.6967
H 3.1523 1.6771 0.3452
H 2.2257 1.5825 -0.8908
C -2.7239 5.8747 -4.0911
O -2.5169 4.7291 -3.2820
C -3.4225 4.8415 -2.1581
C -3.4038 3.5304 -1.2722
C -4.0136 2.4426 -2.1613
N -4.1377 3.4908 -0.0130
H -2.0355 5.7474 -5.0083
H -2.4180 6.8465 -3.5846
H -3.7476 5.8058 -4.5332
H -3.1379 5.7247 -1.4616
H -4.4660 4.9109 -2.6043
H -2.3614 3.2737 -1.0765
H -5.0055 2.7987 -2.3876
H -4.1686 1.4562 -1.6232
H -3.4294 2.3147 -3.0225
H -3.9523 4.1987 0.7047
H -5.1594 3.4869 -0.1237
C -4.4054 -2.0723 -0.6165
O -4.1318 -3.3984 -0.1504
C -3.0146 -4.0108 -0.8100
C -2.7060 -5.3530 -0.1225
C -2.0495 -5.1794 1.2657
N -1.9668 -6.2962 -0.9973
H -4.4024 -2.1441 -1.7072
H -3.7462 -1.2795 -0.3671
H -5.4093 -1.8475 -0.2871
H -3.2182 -4.1823 -1.8581
H -2.1407 -3.3658 -0.9020
H -3.6225 -5.8600 0.0625
H -1.8123 -6.1467 1.7879
H -2.7252 -4.4837 1.7809
H -1.0576 -4.7151 1.1426
H -1.0448 -5.9944 -1.3614
H -2.5147 -6.5303 -1.7939
C -0.4989 1.5033 -0.1505
O 0.2510 0.6727 0.7090
C 0.1867 -0.6900 0.4864
C 0.8638 -1.3905 1.6502
C 0.0587 -1.2209 2.9310
N 2.2304 -1.0370 1.8746
H -0.7080 2.4242 0.4231
H -1.4693 0.9776 -0.4765
H -0.0251 1.7613 -1.0978
H -0.8568 -1.0035 0.5356
H 0.5375 -1.1011 -0.4648
H 0.9067 -2.5172 1.4287
H 0.3903 -1.7742 3.8145
H -0.9576 -1.5023 2.6354
H 0.0660 -0.1862 3.2927
H 2.3738 -0.0022 2.0039
H 2.8252 -1.4060 1.0926
C 1.6495 5.4229 -0.8337
C 1.5134 4.6543 -2.1334
O 0.4192 5.0218 -2.9573
H 1.6947 6.5409 -0.9759
H 2.6312 5.1037 -0.4988
H 0.9244 5.2295 -0.0683
H 1.4194 3.5790 -1.8786
H 2.4610 4.7403 -2.6337
H -0.3742 4.5614 -2.7331
C 1.3656 4.0248 3.8622
C 1.5128 2.8298 2.8942
O 2.6835 2.1233 3.2372
H 1.5393 3.7853 4.9071
H 0.4694 4.6462 3.7011
H 2.1633 4.7340 3.6880
H 1.4976 3.1379 1.8388
H 0.6973 2.1239 3.0111
H 3.4044 2.5777 2.8724
C -3.2338 -0.2325 2.4150
C -4.3750 0.6778 2.6068
O -3.9727 2.0475 2.5239
H -2.4476 0.0045 3.1463
H -2.8631 -0.2593 1.4262
H -3.4944 -1.2456 2.4693
H -4.8053 0.5317 3.5988
H -5.1859 0.4994 1.9052
H -3.8419 2.3165 1.5775
C 1.1498 -5.7059 -0.1461
C 1.8820 -5.3505 1.1608
O 2.8162 -4.2824 0.8744
H 0.5620 -6.6229 -0.0357
H 1.9479 -6.0079 -0.8217
H 0.5942 -4.9235 -0.6015
H 2.4839 -6.2136 1.4993
H 1.1789 -5.0141 1.9283
H 3.4691 -4.4514 1.5180
C -1.3618 0.1603 -3.6001
C -2.5522 -0.4178 -4.4057
O -2.8011 -1.8135 -3.9834
H -1.2125 1.3045 -3.7789
H -0.4375 -0.2984 -3.9341
H -1.5861 0.0173 -2.5417
H -2.4248 -0.4493 -5.5013
H -3.4932 0.0931 -4.2143
H -3.4549 -2.1230 -4.6091
C 3.8989 -3.6528 4.9039
C 4.7378 -2.8225 3.9235
O 5.0159 -3.6394 2.7299
H 3.4519 -2.9993 5.6906
H 4.4469 -4.5455 5.1883
H 3.0734 -3.8727 4.2402
H 5.7436 -2.4998 4.2817
H 4.1782 -1.9347 3.5175
H 5.5482 -4.4322 2.9674

Record 2
125
Properties=species:S:1:pos:R:3 method="wB97M-V/def2-TZVPD" homo_lumo_gap_ev=7.33 energy_ev=-59948.5238 charge=+1 e_lumo_ev=-2.85
Hg 1.1831 0.0994 2.5024
B 0.5303 0.2036 0.1537
H -0.3829 0.0846 0.7161
H 1.0378 1.1103 0.4442
H 1.2060 -0.6153 0.3465
H 0.3245 0.1906 -0.9054
C 2.3035 3.5991 -0.9678
C 3.1911 2.4713 -1.5115
C 4.0012 2.8922 -2.7993
O 4.7817 1.7828 -3.2830
C 5.8432 2.1271 -4.1149
N 4.1181 1.8516 -0.5819
H 1.4467 3.2237 -0.4083
H 1.8200 4.1200 -1.7942
H 2.9555 4.2648 -0.4022
H 2.4371 1.7532 -1.8338
H 4.6186 3.7244 -2.4612
H 3.3432 3.1255 -3.6364
H 5.6598 2.6383 -5.0600
H 6.3802 1.1878 -4.2471
H 6.5396 2.7650 -3.5707
H 4.1457 0.8764 -0.8430
H 5.0370 2.1501 -0.8763
C -4.3754 0.4751 -0.0842
C -3.7999 -0.9006 -0.2908
C -4.4898 -1.5367 -1.5264
O -5.8044 -1.8641 -1.1905
C -6.7829 -1.4820 -2.1993
N -2.4969 -0.6496 -0.8612
H -3.8689 0.9968 0.7278
H -5.3955 0.3104 0.2626
H -4.3364 1.0796 -0.9904
H -3.7824 -1.6406 0.5093
H -3.9218 -2.3905 -1.8959
H -4.5361 -0.8599 -2.3796
H -6.3456 -1.7159 -3.1700
H -7.2307 -0.4998 -2.3502
H -7.6268 -2.1719 -2.2022
H -2.5990 0.0097 -1.6195
H -1.8262 -0.3259 -0.1789
C -0.8496 -2.8160 4.4625
C -1.2115 -2.2631 3.1244
C -2.2652 -1.0920 3.0408
O -1.9770 -0.0127 3.9276
C -3.1999 0.7426 4.2896
N 0.0207 -1.9786 2.3792
H 0.1315 -3.2900 4.4925
H -1.5783 -3.5579 4.7892
H -0.9685 -2.0952 5.2714
H -1.6726 -3.1289 2.6489
H -3.2475 -1.5247 3.2304
H -2.4564 -0.7274 2.0315
H -3.8232 1.1550 3.4961
H -2.9897 1.5299 5.0135
H -3.8398 0.0270 4.8060
H -0.3900 -2.0152 1.4572
H 0.4646 -2.8840 2.3213
C 3.9310 3.2706 3.2493
C 2.6527 2.4396 3.1314
C 1.4230 3.2472 2.9936
O 0.4107 2.2283 2.7276
C -0.8994 2.8421 2.5721
N 2.9714 1.5375 2.0282
H 4.7900 2.6935 3.5916
H 3.8551 4.0742 3.9818
H 4.3784 3.6197 2.3187
H 2.4942 1.8856 4.0567
H 1.3729 3.8979 2.1205
H 1.3462 3.8671 3.8869
H -1.5647 2.0865 2.1542
H -0.9816 3.7597 1.9895
H -1.3423 3.1871 3.5064
H 3.8970 1.1353 2.0710
H 3.0334 2.0968 1.1895
C -1.5540 -4.7677 -2.3421
C -0.3906 -3.6369 -2.1848
C -0.3267 -2.8879 -3.5596
O -1.5977 -2.2614 -3.7629
C -1.5695 -0.8831 -4.2566
N -0.5631 -2.8279 -1.0045
H -2.5660 -4.4644 -2.6106
H -1.5275 -5.3524 -1.4226
H -1.3058 -5.5294 -3.0812
H 0.4644 -4.3117 -2.1449
H -0.1874 -3.5746 -4.3946
H 0.4702 -2.1463 -3.5035
H -0.9176 -0.1712 -3.7503
H -2.5962 -0.5232 -4.1895
H -1.2618 -0.9222 -5.3015
H -0.0597 -1.9797 -1.2218
H -1.5397 -2.5900 -0.9060
C 4.5138 -1.8114 1.4396
C 3.2666 -2.3183 2.2417
C 3.3631 -3.8625 2.6751
O 2.2097 -4.0796 3.4822
C 2.3625 -5.2146 4.3371
N 3.0812 -1.4421 3.4956
H 4.3709 -0.8259 0.9963
H 4.6704 -2.5899 0.6929
H 5.4271 -1.8099 2.0346
H 2.5047 -2.0254 1.5192
H 4.2533 -3.7491 3.2939
H 3.4416 -4.6224 1.8976
H 2.7393 -6.0779 3.7886
H 1.3427 -5.5369 4.5477
H 3.0373 -4.8247 5.0992
H 2.5674 -1.9326 4.2136
H 4.0199 -1.2498 3.8148
C -1.4536 3.6640 -1.1980
C -1.7192 2.6039 -2.2267
C -2.4855 3.1069 -3.4666
O -3.0905 1.9597 -4.1530
C -3.3862 2.2665 -5.4917
N -0.4270 2.1120 -2.6027
H -2.4436 3.8957 -0.8052
H -0.8632 4.4973 -1.5791
H -0.9717 3.1255 -0.3820
H -2.3734 1.7806 -1.9397
H -1.9120 3.7975 -4.0849
H -3.2719 3.7877 -3.1406
H -2.6714 1.9006 -6.2287
H -3.6160 3.3191 -5.6577
H -4.2345 1.6201 -5.7166
H 0.0931 1.6763 -1.8546
H -0.5338 1.2920 -3.1825

Record 3
139
Properties=species:S:1:pos:R:3 method="wB97M-V/def2-TZVPD" homo_lumo_gap_ev=6.16 energy_ev=-205922.6473 charge=-1 e_lumo_ev=1.15
Ag -0.3694 0.2889 -0.2925
O 0.8813 1.7143 -1.8213
C 1.5635 2.3847 -0.7561
C 1.0166 2.8061 0.6826
O 0.3093 1.8669 1.5193
H 1.9402 3.2823 -1.2466
H 2.4769 1.8195 -0.5707
H 0.4582 3.7263 0.5103
H 1.8608 3.1745 1.2654
C -2.8143 -1.5359 1.7801
S -2.2004 -2.5813 0.3783
O -0.7785 -2.0260 0.1308
C -1.9643 -4.1917 1.2719
H -3.5487 -1.9751 2.4553
H -3.3728 -0.7113 1.3370
H -2.0004 -1.2020 2.4237
H -2.8658 -4.5086 1.7963
H -1.1758 -4.1706 2.0242
H -1.6225 -4.9323 0.5489
C 0.9123 -2.4292 4.7342
S 2.2783 -1.6197 3.7430
O 3.3178 -2.6463 3.3730
C 1.2498 -1.1499 2.2956
H 0.0302 -1.7967 4.8337
H 1.2826 -2.6699 5.7307
H 0.6281 -3.3695 4.2618
H 0.7459 -2.0379 1.9141
H 1.8418 -0.7386 1.4780
H 0.5057 -0.4851 2.7344
C 4.4695 1.7499 2.0576
S 5.4007 0.5749 3.1902
O 6.7668 1.1766 3.2323
C 4.4577 1.1988 4.7045
H 3.4811 1.3071 1.9346
H 4.9776 1.6842 1.0955
H 4.2997 2.7237 2.5168
H 4.8511 2.1480 5.0684
H 4.4860 0.4462 5.4924
H 3.3959 1.3100 4.4849
C 1.0116 -2.0409 -4.2444
S -0.7187 -2.5740 -4.6400
O -0.6137 -4.0168 -5.1268
C -1.2823 -2.5207 -2.8450
H 0.9623 -1.0138 -3.8828
H 1.7178 -2.1163 -5.0713
H 1.3623 -2.5793 -3.3639
H -2.3272 -2.8098 -2.7327
H -1.1741 -1.5505 -2.3602
H -0.6600 -3.3089 -2.4213
C 3.8245 1.2578 -3.6819
S 5.6586 1.4798 -4.0877
O 5.7573 2.1169 -5.4624
C 5.9492 2.9869 -3.0605
H 3.3235 0.4195 -4.1660
H 3.2910 2.1795 -3.9140
H 3.6240 1.1545 -2.6155
H 5.6961 2.7237 -2.0334
H 5.3414 3.8110 -3.4340
H 6.9740 3.3549 -3.1108
C -6.0050 0.9247 0.1814
S -6.4747 2.6914 0.2943
O -5.4694 3.3049 -0.6469
C -7.9627 2.6701 -0.7653
H -6.1704 0.5346 -0.8228
H -6.5554 0.2846 0.8709
H -4.9631 0.8242 0.4853
H -7.7556 3.4517 -1.4962
H -8.9065 2.9082 -0.2746
H -8.0978 1.7579 -1.3464
C -2.6784 1.7297 2.9930
S -3.7263 3.0460 2.2562
O -4.1893 4.1035 3.2821
C -2.2263 3.9159 1.4943
H -2.3241 1.0164 2.2488
H -3.2701 1.3096 3.8063
H -1.8105 2.2723 3.3677
H -2.5978 4.9207 1.2931
H -1.9669 3.2644 0.6599
H -1.3684 3.9855 2.1632
C 5.6432 -2.5805 0.4049
S 4.8878 -1.0788 -0.4323
O 5.7045 -0.7756 -1.6534
C 3.2289 -1.8089 -0.9846
H 4.9176 -3.0300 1.0827
H 6.5410 -2.2846 0.9478
H 5.9639 -3.2736 -0.3728
H 2.7301 -1.0278 -1.5584
H 2.6237 -2.1205 -0.1332
H 3.2594 -2.5846 -1.7497
C 2.6234 -7.3468 1.5438
S 1.1506 -6.5441 0.7058
O -0.0422 -6.6400 1.6918
C 1.7783 -4.8323 0.7830
H 3.6114 -7.3290 1.0837
H 2.4298 -8.3781 1.8389
H 2.6371 -6.8889 2.5329
H 1.0474 -4.0725 0.5061
H 2.6524 -4.7103 0.1434
H 2.0408 -4.6141 1.8182
C -0.3414 4.7562 -4.6113
S 0.9511 4.0384 -5.6539
O 0.4966 4.2811 -7.0662
C 0.7535 2.2136 -5.4361
H -0.1423 4.5981 -3.5513
H -1.2608 4.2937 -4.9704
H -0.4986 5.8083 -4.8486
H -0.2696 1.9866 -5.7359
H 0.8748 1.9423 -4.3874
H 1.4825 1.5988 -5.9639
C 0.9148 1.0833 5.4000
S 1.2206 2.7950 6.1485
O 2.6375 2.9343 6.5936
C 1.0807 3.7978 4.6253
H 1.1758 0.9886 4.3459
H -0.0986 0.8034 5.6876
H 1.4347 0.3154 5.9728
H 0.2851 3.4011 3.9947
H 1.9636 3.7694 3.9867
H 0.8292 4.8211 4.9041
C -5.1231 -2.0959 -2.1730
S -5.5682 -3.7694 -1.5297
O -4.3027 -4.6681 -1.4393
C -5.9787 -3.2155 0.1657
H -6.0863 -1.6132 -2.3382
H -4.6039 -2.1944 -3.1264
H -4.5204 -1.6299 -1.3934
H -6.4319 -4.0251 0.7378
H -6.7731 -2.4784 0.0490
H -5.1149 -2.8926 0.7469
C -2.2893 0.7912 -3.9213
S -3.2159 0.9586 -2.3597
O -2.5925 0.0294 -1.3245
C -2.6770 2.6742 -1.8842
H -2.5460 1.5839 -4.6241
H -2.4269 -0.2467 -4.2244
H -1.2181 0.8812 -3.7412
H -2.9887 3.4452 -2.5888
H -1.5941 2.6981 -1.7622
H -3.2385 2.9872 -1.0040